Entry w
The following is a quantum chemistry calculation of a structure of composition BrCl2HNP, from OMol25.

Cartesian coordinates (Å):
1 N -1.0696 0.4361 0.8876
2 P 0.1458 -0.1130 0.0581
3 Cl 0.4844 0.9566 -2.4446
4 Cl 0.6385 -2.0439 -0.1324
5 Br 1.7707 0.7834 0.9644
6 H -1.9698 -0.0192 0.6669

Lowest unoccupied orbital energy: -2.46 eV

Here is what natural (NBO) gives for the atomic charges, in e: -1.1119 1.3831 -0.4684 -0.1591 -0.0398 0.3962

***

Entry x
The following is a quantum chemistry calculation of an isolated molecule of BrCl2HNP, from OMol25.

Cartesian coordinates (Å):
1 N -0.4622 0.1567 -0.4259
2 P -1.8392 -0.4705 -0.2905
3 Cl -2.3172 -1.9951 1.6195
4 Cl -2.8246 -1.4167 -1.7437
5 Br -2.9460 1.2330 0.2740
6 H 0.3529 -0.1323 -0.9501

Lowest unoccupied orbital energy: -1.61 eV

Here is what natural (NBO) gives for the atomic charges, in e: -1.2038 1.4332 -0.4047 -0.1738 -0.0696 0.4188

***

Quick one: most stable of them? entry x

***

Entry w
The following is a quantum chemistry calculation of an isolated molecule of C3H3IS, from OMol25.

Cartesian coordinates (Å):
1 C 0.0950 0.6163 0.3888
2 C 0.3446 0.2487 1.8506
3 C 0.2096 -0.3610 -0.9050
4 S -1.2811 0.6186 1.6467
5 I -0.6298 -2.2218 -0.3551
6 H 0.4258 1.6645 0.3048
7 H 1.2156 -0.5050 -1.1161
8 H -0.3798 -0.0602 -1.8146

Lowest unoccupied orbital energy: -0.36 eV

Here is what natural (NBO) gives for the atomic charges, in e: -0.4214 -0.1379 -0.5330 0.2797 0.1065 0.2359 0.2252 0.2450

***

Entry x
The following is a quantum chemistry calculation of a structure of composition C3H3IS, from OMol25.

Cartesian coordinates (Å):
1 C 1.2900 -0.1716 -0.5780
2 C 2.4824 -0.1924 -0.3910
3 C -1.7105 0.1056 0.2233
4 S -0.3837 1.2817 0.1705
5 I 4.3445 -0.9932 -0.2816
6 H -1.7772 -0.6508 0.9608
7 H -1.9061 -0.2029 -0.8044
8 H -2.3393 0.8236 0.7004

Lowest unoccupied orbital energy: -1.49 eV

Here is what natural (NBO) gives for the atomic charges, in e: -0.1255 -0.3887 -0.7629 0.2970 0.2823 0.2302 0.2362 0.2314

***

Quick one: most stable of them? entry w

***

Entry w
The following is a quantum chemistry calculation of a cluster of 2 separate species, C3H9PS3 in total, from OMol25.

Cartesian coordinates (Å):
1 C 0.0097 0.8702 1.3505
2 C -0.1173 1.4308 -0.0779
3 S 1.2321 2.5821 -0.2286
4 C 0.1673 0.3309 -1.1035
5 S -0.9510 -0.1122 -2.2737
6 S 1.7234 -0.4899 -1.0505
7 H -0.4368 -0.1170 1.4477
8 H 0.9986 0.9467 1.6124
9 H -0.4525 1.6562 1.9420
10 H -1.0905 1.8755 -0.1023
11 H 0.9693 2.9839 -1.5980
12 H 1.5952 -1.4956 -1.9813
13 P -1.2633 -2.1613 0.6092
14 H -0.0921 -2.0728 -0.2899
15 H -0.4170 -2.8889 1.5635
16 H -1.8749 -3.3386 0.1804

Lowest unoccupied orbital energy: -0.52 eV

Here is what natural (NBO) gives for the atomic charges, in e: -0.6039 -0.4427 0.0013 -0.2536 -0.0143 0.0904 0.2321 0.2095 0.2238 0.2518 0.1513 0.1665 -0.0235 0.0072 0.0009 0.0034

***

Entry x
The following is a quantum chemistry calculation of a structure of composition C3H9PS3, from OMol25.

Cartesian coordinates (Å):
1 C -0.3310 -0.2260 1.4048
2 C 0.9373 0.0009 -0.9182
3 C -0.4293 -0.1340 -0.1355
4 P -1.7454 1.1456 -0.6460
5 S 1.8828 1.6212 -0.6353
6 S 2.1482 -1.2109 -0.3726
7 S -1.2207 -1.6088 -0.7336
8 H -1.3325 -0.2961 1.9267
9 H 0.0059 0.7299 1.7124
10 H 0.3337 -1.0312 1.8620
11 H 0.6470 0.0715 -1.9719
12 H -0.9659 2.2649 -0.1718
13 H -1.3108 1.1691 -2.0315
14 H 2.4918 1.2201 0.5056
15 H 1.1514 -2.0419 -0.0750
16 H -2.2624 -1.6745 0.2798

Lowest unoccupied orbital energy: 0.52 eV

Here is what natural (NBO) gives for the atomic charges, in e: -0.6650 -0.4641 -0.4296 0.3319 -0.0428 0.0146 -0.0304 0.2235 0.2197 0.2372 0.2327 -0.0259 -0.0196 0.1371 0.1243 0.1563

***

Quick one: most stable of them? entry x

***

Entry w
The following is a quantum chemistry calculation of a cluster of 2 separate species, C66H79N4O in total, from OMol25.

Cartesian coordinates (Å):
1 C 8.0169 6.3248 -2.6810
2 N 7.6138 5.3692 -3.6819
3 C 8.1696 5.3585 -4.9360
4 O 9.0631 6.1040 -5.3307
5 C 7.5127 4.2188 -5.7161
6 C 8.5826 3.2510 -6.2196
7 C 9.2751 2.5907 -5.0517
8 C 10.3495 3.2204 -4.4057
9 C 10.8348 2.7067 -3.2011
10 C 10.2755 1.5424 -2.6595
11 C 9.2804 0.8547 -3.3649
12 C 8.8090 1.3612 -4.5783
13 N 6.5645 3.6724 -4.7355
14 C 5.7360 2.6370 -4.9650
15 C 4.7475 2.1823 -4.0828
16 C 3.9798 1.0575 -4.4054
17 C 2.7432 0.6019 -3.8714
18 C 1.9875 -0.3494 -4.6171
19 C 0.7792 -0.8338 -4.1539
20 C 0.2696 -0.3844 -2.9257
21 C 0.9673 0.5925 -2.1978
22 C 2.1942 1.0772 -2.6494
23 C 6.4525 4.5140 -3.5284
24 C 5.1656 5.2563 -3.4460
25 C 4.7754 6.1835 -4.3409
26 C 3.4706 6.8203 -4.2841
27 C 3.1631 7.9333 -5.1069
28 C 1.9149 8.5518 -5.0323
29 C 0.9404 8.0839 -4.1346
30 C 1.2328 6.9827 -3.3183
31 C 2.4709 6.3464 -3.4022
32 H 8.8679 6.8897 -3.0624
33 H 7.2011 7.0128 -2.4434
34 H 8.3156 5.8048 -1.7649
35 H 6.9504 4.6707 -6.5562
36 H 8.1180 2.5130 -6.8837
37 H 9.3097 3.8584 -6.7775
38 H 10.7865 4.1225 -4.8475
39 H 11.6347 3.2341 -2.6758
40 H 10.6113 1.1747 -1.6881
41 H 8.8524 -0.0691 -2.9705
42 H 8.0575 0.8185 -5.1601
43 H 5.8954 2.1447 -5.9348
44 H 4.5664 2.7121 -3.1384
45 H 4.3611 0.5176 -5.2756
46 H 2.3762 -0.6542 -5.5924
47 H 0.2186 -1.5578 -4.7490
48 H -0.6688 -0.7823 -2.5376
49 H 0.5469 0.9983 -1.2771
50 H 2.7264 1.8397 -2.0783
51 H 6.5573 3.8903 -2.6282
52 H 4.5715 5.0160 -2.5650
53 H 5.4598 6.5320 -5.1224
54 H 3.9257 8.2906 -5.8010
55 H 1.6923 9.4060 -5.6741
56 H -0.0339 8.5742 -4.0684
57 H 0.4886 6.6120 -2.6105
58 H 2.6703 5.4610 -2.7932
59 C -1.2637 -0.0164 0.4641
60 C -0.8133 0.5474 1.7985
61 C 0.4040 1.4456 1.5252
62 C -1.8701 1.4495 2.4294
63 C -0.3995 -0.5859 2.7827
64 C 0.9637 -0.9249 2.8316
65 C 1.5572 -1.0304 4.0877
66 C 0.6986 -1.1184 5.1810
67 C -0.6242 -1.5410 5.0026
68 C -1.1842 -2.3549 6.2134
69 C -2.2140 -3.3936 5.8052
70 C -1.7381 -1.3737 7.2507
71 C -0.0439 -3.1484 6.8789
72 C -1.2351 -1.2011 3.7549
73 N -2.6151 -1.4789 3.4695
74 C -3.7159 -0.9480 4.2728
75 C -4.9068 -1.7541 3.8244
76 N -4.4659 -2.3811 2.5677
77 C -5.4755 -2.9895 1.7210
78 C -6.2816 -2.1624 0.8752
79 C -6.2071 -0.6136 0.6523
80 C -6.6365 -0.2428 -0.7866
81 C -4.8212 -0.0285 0.8475
82 C -7.1992 0.0423 1.6192
83 C -7.3996 -2.7175 0.2564
84 C -7.6676 -4.0697 0.3181
85 C -6.8887 -4.8715 1.1287
86 C -5.8608 -4.3478 1.9204
87 C -5.4103 -5.3250 3.0594
88 C -5.3604 -6.7703 2.5399
89 C -6.4563 -5.2380 4.1839
90 C -4.0267 -5.0372 3.6017
91 C -3.0935 -2.2133 2.3956
92 C -2.2227 -2.7300 1.4288
93 C -2.6006 -3.7455 0.4578
94 C -3.4990 -3.5105 -0.6076
95 C -4.0786 -4.5898 -1.2754
96 C -3.6877 -5.9048 -0.9783
97 C -2.6760 -6.1332 -0.0319
98 C -2.0997 -5.0545 0.6400
99 H -2.1798 -0.6209 0.5409
100 H -1.4682 0.8081 -0.2310
101 H -0.4920 -0.6627 0.0338
102 H 0.8871 1.7397 2.4630
103 H 1.1519 0.9528 0.8982
104 H 0.1029 2.3663 1.0167
105 H -1.4429 1.9474 3.3125
106 H -2.1983 2.2304 1.7272
107 H -2.7489 0.8893 2.7444
108 H 1.5668 -0.9549 1.9211
109 H 2.6399 -1.0249 4.2292
110 H 1.0958 -0.9699 6.1871
111 H -1.7795 -4.1217 5.1071
112 H -2.5738 -3.9477 6.6865
113 H -3.0808 -2.9338 5.3345
114 H -0.9164 -0.7967 7.6916
115 H -2.4389 -0.6522 6.8215
116 H -2.2513 -1.9102 8.0578
117 H 0.6991 -2.4928 7.3447
118 H -0.4431 -3.7953 7.6714
119 H 0.4689 -3.7839 6.1480
120 H -3.4890 -1.0499 5.3388
121 H -3.8626 0.1312 4.0923
122 H -5.1897 -2.5261 4.5608
123 H -5.8143 -1.1556 3.6698
124 H -7.7241 -0.2784 -0.9190
125 H -6.3316 0.7850 -1.0293
126 H -6.1778 -0.9088 -1.5284
127 H -4.4188 -0.2723 1.8310
128 H -4.1282 -0.3926 0.0811
129 H -4.8585 1.0718 0.7785
130 H -6.9473 -0.1640 2.6625
131 H -7.2095 1.1294 1.4814
132 H -8.2130 -0.3368 1.4384
133 H -8.0939 -2.0768 -0.2881
134 H -8.5143 -4.4851 -0.2290
135 H -7.1509 -5.9274 1.1936
136 H -4.7916 -6.8166 1.6020
137 H -4.8666 -7.4211 3.2747
138 H -6.3620 -7.1818 2.3765
139 H -6.5560 -4.2113 4.5610
140 H -7.4389 -5.5554 3.8121
141 H -6.1728 -5.8848 5.0237
142 H -4.0380 -4.1620 4.2396
143 H -3.6476 -5.8686 4.2143
144 H -3.3115 -4.8912 2.7805
145 H -1.1599 -2.6450 1.6597
146 H -3.7535 -2.4773 -0.8579
147 H -4.8429 -4.4155 -2.0349
148 H -4.1795 -6.7439 -1.4814
149 H -2.3223 -7.1399 0.1974
150 H -1.3132 -5.1922 1.3866

Lowest unoccupied orbital energy: -4.61 eV
Total charge: +1

These are the Mulliken partial charges, in e, on atoms 1 to 99: -1.0517 0.3658 0.2195 -0.6664 0.1931 -1.4293 0.3224 -0.2677 -0.6030 -0.5398 -0.6224 -0.1535 0.6323 -0.2946 0.0735 -0.4676 0.9459 -0.6328 -0.8414 -0.3942 -0.5390 -0.3696 -1.2871 -0.6850 -0.1102 0.7247 -0.4207 -0.5646 -0.4225 -0.6932 -0.3468 0.3721 0.3214 0.3557 0.2964 0.5204 0.5678 0.4097 0.4040 0.4020 0.4059 0.4054 0.4636 0.2240 0.3854 0.3496 0.3965 0.5490 0.3245 0.4068 0.6401 0.7248 0.2887 0.3739 0.3715 0.3713 0.3793 0.1767 -0.9012 3.5979 -2.4416 -1.8078 -0.0541 -1.0789 -1.1376 -0.9804 0.1387 2.0321 -1.7087 -1.7727 -1.7658 -0.5733 1.0899 -1.0942 0.2569 1.1642 -1.8144 0.4148 2.2841 -2.0151 -1.2120 -1.6933 -0.2647 -1.5327 -0.0531 0.0831 2.4045 -1.8374 -1.8948 -1.4220 1.0740 -0.1983 -0.0572 -0.0016 -0.8036 -0.3978 -0.8267 -0.5325 -1.2947

***

Entry x
The following is a quantum chemistry calculation of the ion C66H79N4O with charge +1, from OMol25.

Cartesian coordinates (Å):
1 C 2.0359 1.7484 2.5011
2 N 1.3851 0.5429 2.0097
3 C 1.5634 0.2034 0.6814
4 O 2.3224 0.7590 -0.1088
5 C 0.6347 -0.9570 0.4064
6 C 1.4425 -2.1928 -0.0292
7 C 2.8852 -2.2474 0.4597
8 C 3.9322 -1.6468 -0.2595
9 C 5.2308 -1.6353 0.2485
10 C 5.5195 -2.2672 1.4632
11 C 4.4964 -2.9384 2.1398
12 C 3.1906 -2.9407 1.6358
13 N -0.1421 -1.0778 1.6711
14 C -1.2281 -1.9170 1.7604
15 C -1.9580 -2.2118 2.8883
16 C -3.1984 -3.0705 2.8049
17 C -4.0994 -2.5312 1.7091
18 C -4.6194 -3.4373 0.7775
19 C -5.7016 -3.0827 -0.0227
20 C -6.0672 -1.7385 -0.0925
21 C -5.4056 -0.7770 0.6810
22 C -4.3707 -1.1726 1.5346
23 C 0.0323 0.1774 2.4439
24 C -0.9721 1.2509 2.1268
25 C -0.8064 2.1144 1.0992
26 C -1.7809 3.0949 0.6424
27 C -1.4501 4.0003 -0.3955
28 C -2.3621 4.9602 -0.8164
29 C -3.6290 5.0409 -0.2117
30 C -3.9777 4.1302 0.7920
31 C -3.0682 3.1641 1.2220
32 H 3.0833 1.6925 2.1850
33 H 1.5776 2.6558 2.0793
34 H 1.9699 1.7697 3.5936
35 H -0.0695 -0.6704 -0.4016
36 H 0.9158 -3.1190 0.2397
37 H 1.4572 -2.1184 -1.1262
38 H 3.7140 -1.1537 -1.2081
39 H 6.0149 -1.1181 -0.3048
40 H 6.5339 -2.2473 1.8605
41 H 4.7140 -3.4632 3.0710
42 H 2.3898 -3.4617 2.1660
43 H -1.4888 -2.4115 0.8080
44 H -1.4711 -2.0701 3.8422
45 H -2.7722 -4.0538 2.3915
46 H -4.2268 -4.4592 0.7466
47 H -6.2091 -3.8613 -0.6095
48 H -6.8154 -1.4222 -0.8141
49 H -5.6737 0.2810 0.6248
50 H -3.7947 -0.4170 2.0940
51 H -0.0010 -0.0528 3.5177
52 H -1.8689 1.2576 2.7557
53 H 0.1592 2.1398 0.5787
54 H -0.4629 3.9252 -0.8666
55 H -2.1003 5.6542 -1.6173
56 H -4.3404 5.8076 -0.5238
57 H -4.9665 4.1636 1.2489
58 H -3.3357 2.4498 2.0008
59 C -4.0907 -0.6182 4.7019
60 C -3.4679 -0.5621 6.0780
61 C -2.3337 0.4522 6.0759
62 C -4.5237 -0.0952 7.0856
63 C -2.9337 -1.9844 6.3536
64 C -1.6373 -2.4234 6.0263
65 C -1.2816 -3.7679 6.1956
66 C -2.0187 -4.5551 7.0796
67 C -3.1589 -4.0175 7.6942
68 C -3.5218 -4.4286 9.1510
69 C -4.4318 -5.6512 9.1650
70 C -4.1053 -3.2469 9.9290
71 C -2.2443 -4.7975 9.9166
72 C -3.7665 -2.9664 6.9128
73 N -5.0953 -3.0602 6.3796
74 C -6.2469 -3.1090 7.2501
75 C -7.3656 -3.5354 6.3612
76 N -6.7040 -3.9959 5.1415
77 C -7.5696 -4.7976 4.2702
78 C -8.4738 -4.1237 3.3974
79 C -8.4756 -2.5910 3.0878
80 C -8.7470 -2.3813 1.5969
81 C -7.1543 -1.8998 3.4010
82 C -9.6264 -1.9284 3.8552
83 C -9.4800 -4.8498 2.7532
84 C -9.6211 -6.2200 2.9406
85 C -8.8008 -6.8562 3.8588
86 C -7.8087 -6.1682 4.5588
87 C -7.1346 -7.0744 5.6321
88 C -6.7500 -8.4204 4.9942
89 C -8.1327 -7.3314 6.7705
90 C -5.8470 -6.4962 6.1682
91 C -5.3863 -3.5931 5.1388
92 C -4.2594 -3.7728 4.1053
93 C -4.6750 -5.0416 3.3597
94 C -5.7958 -5.0908 2.5173
95 C -6.0509 -6.2777 1.8016
96 C -5.1546 -7.3397 1.9269
97 C -4.0054 -7.2557 2.7109
98 C -3.7754 -6.1000 3.4521
99 H -4.8683 -1.3826 4.6350
100 H -4.5178 0.3378 4.3736
101 H -3.3338 -0.9277 3.9849
102 H -1.8243 0.4377 7.0465
103 H -1.6058 0.2424 5.2825
104 H -2.7419 1.4566 5.9081
105 H -4.1223 -0.0955 8.1046
106 H -4.8149 0.9323 6.8342
107 H -5.4335 -0.6998 7.0640
108 H -0.9126 -1.7491 5.5744
109 H -0.3955 -4.1760 5.7119
110 H -1.6520 -5.5391 7.3686
111 H -3.9997 -6.4505 8.5473
112 H -4.5541 -6.0356 10.1891
113 H -5.4369 -5.4404 8.7845
114 H -3.4223 -2.3887 9.8509
115 H -5.0912 -2.9303 9.5822
116 H -4.1891 -3.5189 10.9910
117 H -1.5315 -3.9653 9.9152
118 H -2.4903 -5.0052 10.9643
119 H -1.7454 -5.6827 9.5137
120 H -6.0385 -3.8362 8.0353
121 H -6.4318 -2.1428 7.7282
122 H -7.9809 -4.3530 6.7516
123 H -8.0351 -2.7016 6.1206
124 H -9.7608 -2.6865 1.3156
125 H -8.6467 -1.3185 1.3477
126 H -8.0337 -2.9423 0.9848
127 H -7.0269 -1.7523 4.4768
128 H -6.2834 -2.4486 2.9993
129 H -7.1349 -0.8986 2.9484
130 H -9.5348 -2.0634 4.9399
131 H -9.6403 -0.8501 3.6463
132 H -10.5918 -2.3528 3.5483
133 H -10.1932 -4.3492 2.0995
134 H -10.3917 -6.7746 2.4098
135 H -8.9852 -7.9144 4.0485
136 H -6.1790 -8.2456 4.0747
137 H -6.1239 -8.9998 5.6840
138 H -7.6260 -9.0302 4.7534
139 H -8.4526 -6.4025 7.2594
140 H -9.0319 -7.8350 6.3966
141 H -7.6825 -7.9736 7.5381
142 H -5.9940 -5.5514 6.6881
143 H -5.3821 -7.1911 6.8788
144 H -5.1371 -6.3196 5.3567
145 H -3.3639 -3.9785 4.7663
146 H -6.3640 -4.1752 2.3123
147 H -6.9544 -6.3541 1.1928
148 H -5.3717 -8.2677 1.4172
149 H -3.2675 -8.0620 2.8154
150 H -2.9018 -5.9382 4.1107

Lowest unoccupied orbital energy: -2.76 eV
Total charge: +1

These are the Mulliken partial charges, in e, on atoms 1 to 99: -0.8761 0.0691 0.0932 -0.7031 0.4312 -1.4281 0.3196 -0.1255 -0.6273 -0.4957 -0.6216 -0.2347 0.3861 -0.7904 -0.8457 0.1897 -0.2291 -0.5363 -0.3810 -0.5884 -0.8729 0.4253 -0.8806 0.6254 -0.2854 0.0905 -0.4211 -0.6543 -0.4063 -0.7638 -0.2626 0.3174 0.3362 0.3153 0.4711 0.4265 0.5048 0.3291 0.3734 0.3854 0.3722 0.3440 0.7722 -0.0116 0.7278 0.7195 0.4360 0.4501 0.5965 0.2504 0.4063 0.0431 0.2943 0.4165 0.3756 0.3743 0.3899 0.5259 0.0878 2.2052 -2.0145 -1.7337 0.0475 -0.0408 -1.5476 -0.8261 0.9799 1.6849 -1.5893 -1.5300 -1.7700 -1.0324 1.3967 -1.4241 -0.1729 1.5486 -1.5882 0.4608 1.8279 -2.1407 -1.4006 -1.8049 -0.2636 -1.6427 -0.0706 0.8762 1.8708 -1.7643 -1.9672 -0.5054 -0.8447 1.5959 0.8624 0.1899 -0.6860 -1.6110 -0.8198 0.1498 -0.2226

***

Quick one: most stable of them? entry w